Entry from the Open Molecules 2025 dataset: C4H8N2S as an isolated structure (wB97M-V/def2-TZVPD).

Cartesian coordinates (Å):
C 0.004 0.935 -0.125
C -1.341 -0.970 0.300
C 1.155 -1.279 0.197
C -0.062 -0.483 -0.352
N -0.276 3.111 -1.100
N -0.030 2.038 -0.625
S 0.723 1.357 1.983
H -2.204 -0.196 0.108
H -1.083 -0.862 1.341
H -1.737 -1.978 0.165
H 1.591 -0.781 1.040
H 2.003 -1.369 -0.477
H 0.698 -2.303 0.412
H -0.062 -0.723 -1.442
H 0.621 3.502 -1.427

Forces on the atoms, in the same order (eV/Å):
C 1.833 2.292 3.972
C -2.046 2.108 0.657
C -0.912 -1.114 -0.183
C 0.595 -2.490 -2.538
N 0.288 1.277 -0.339
N -0.274 -2.242 -0.070
S -1.085 0.014 -2.480
H 1.442 -1.597 0.286
H -0.443 -0.053 0.731
H 0.598 0.089 -0.640
H -0.318 -0.138 0.869
H -0.307 -0.120 -0.584
H 1.165 1.223 -0.020
H -0.293 0.518 0.419
H -0.243 0.232 -0.079

Charge ... 0
E_LUMO (alpha / beta) ... -0.0495 / -0.0495 Eh
Energy ... -18088.0878 eV
Frontier orbital gap (alpha / beta) ... 6.75 / 6.75 eV

=====

Entry from the Open Molecules 2025 dataset: a 2-piece molecular cluster, C15H18O overall (wB97M-V/def2-TZVPD).

Cartesian coordinates (Å):
C 5.098 -1.381 0.580
C 1.078 -0.279 -0.277
C 1.416 -1.590 -0.354
C 2.089 0.622 0.070
C 2.738 -2.104 -0.062
C 3.410 0.278 0.235
C 3.714 -1.127 0.305
H 0.102 0.163 -0.217
H 0.788 -2.243 -0.929
H 2.003 1.699 0.116
H 2.816 -3.151 -0.118
H 4.136 0.977 0.551
H 5.284 -2.435 1.091
H 5.631 -0.615 1.112
H 5.706 -1.636 -0.372
C -2.063 2.305 1.680
C -2.810 2.063 2.941
C -2.193 1.378 0.536
C -2.168 -0.028 0.756
C -2.151 1.738 -0.852
C -2.120 -0.973 -0.251
C -1.966 0.832 -1.858
C -1.872 -0.498 -1.592
O -2.056 -1.387 -2.587
H -2.425 3.223 1.344
H -1.032 2.455 1.867
H -3.477 2.864 3.280
H -2.097 -0.441 1.833
H -2.136 2.772 -1.095
H -2.266 -2.003 -0.269
H -2.094 1.222 -2.935
H -2.202 -2.293 -2.229
H -2.087 1.887 3.704
H -3.405 1.241 2.816

Forces on the atoms, in the same order (eV/Å):
C 3.430 -4.786 -0.495
C 0.907 1.957 1.509
C 1.860 -1.598 -0.888
C 1.152 1.089 -0.440
C -1.336 4.136 0.270
C -1.673 -3.431 0.608
C -1.849 0.738 -1.227
H -0.363 -0.461 -0.812
H -0.780 -0.618 0.532
H -1.113 0.138 0.039
H 0.833 -1.042 0.018
H 0.694 0.674 -0.017
H -0.525 2.173 -0.391
H 0.079 0.285 0.289
H -0.943 0.895 1.070
C -0.459 0.761 -0.915
C 0.505 1.080 0.904
C 0.515 -2.727 -2.036
C 0.127 -0.619 2.267
C 0.560 0.189 2.825
C 1.099 3.177 -2.659
C -0.411 1.383 -2.666
C -2.753 -1.577 2.363
O 0.501 -1.355 -0.910
H -0.242 1.866 -0.933
H 1.197 0.123 0.265
H 0.360 0.114 -0.315
H -0.499 0.882 -1.685
H -0.268 0.832 -0.197
H -0.083 -1.766 1.201
H 0.599 -0.900 1.719
H 0.290 1.084 -0.338
H 0.186 -0.338 0.983
H -1.595 -2.355 0.062

Charge ... 0
E_LUMO ... 0.0284 Eh
SMILES ... CCc1ccc(O)cc1.Cc1ccccc1
Energy ... -17892.0395 eV
Frontier orbital gap ... 9.04 eV

=====

Entry from the Open Molecules 2025 dataset: C37H45BCl4N12O3PRbSe as an isolated structure (wB97M-V/def2-TZVPD).

Cartesian coordinates (Å):
Rb -1.287 0.426 -0.194
C -3.845 3.344 -0.584
C -2.498 3.539 0.062
O -2.235 3.094 1.177
N -1.595 4.232 -0.676
C -0.210 4.375 -0.244
C 0.745 3.791 -1.253
C 1.365 4.605 -2.194
C 2.207 4.029 -3.132
C 2.397 2.661 -3.102
C 1.714 1.925 -2.143
N 0.920 2.468 -1.226
H -4.485 2.798 0.104
H -3.700 2.770 -1.503
H -4.291 4.305 -0.850
H -1.799 4.315 -1.664
H -0.109 3.855 0.707
H 0.025 5.434 -0.094
H 1.171 5.670 -2.197
H 2.679 4.636 -3.896
H 3.010 2.154 -3.835
H 1.780 0.843 -2.135
N -3.730 -0.519 -3.098
C -4.267 -1.182 -2.088
N -4.953 -2.319 -2.337
C -5.482 -2.880 -1.263
N -6.222 -4.024 -1.462
N -5.404 -2.443 -0.003
C -4.682 -1.325 0.127
N -4.099 -0.660 -0.848
C -4.492 -0.796 1.516
C -4.788 -1.592 2.616
C -4.535 -1.094 3.880
C -4.022 0.188 3.998
C -3.777 0.914 2.843
N -3.998 0.436 1.621
H -3.711 -0.978 -3.991
H -3.109 0.302 -2.922
H -6.013 -4.507 -2.320
H -6.324 -4.595 -0.640
H -5.168 -2.591 2.460
H -4.693 -1.709 4.756
H -3.786 0.607 4.967
H -3.368 1.919 2.873
Cl 1.944 1.789 -6.853
C 0.683 1.785 -5.650
C -0.089 2.905 -5.455
Cl 0.156 4.334 -6.419
C -1.072 2.885 -4.445
Cl -2.053 4.309 -4.162
C -1.313 1.781 -3.625
O -2.222 1.762 -2.714
C -0.426 0.618 -3.764
O -0.511 -0.331 -2.929
C 0.508 0.666 -4.816
Cl 1.621 -0.677 -4.921
C 4.395 0.260 -0.193
C 3.714 -0.979 -0.780
C 4.733 -1.984 -1.317
P 2.367 -1.486 0.406
C 3.230 -1.931 2.003
C 2.220 -2.620 2.924
C 4.566 -2.677 2.003
C 1.668 -3.071 -0.268
C 2.466 -4.371 -0.157
C 1.230 -2.829 -1.716
H 5.084 0.702 -0.919
H 4.971 0.017 0.705
H 3.656 1.020 0.071
H 3.132 -0.641 -1.643
H 5.328 -2.445 -0.531
H 5.422 -1.473 -1.998
H 4.249 -2.777 -1.885
H 3.427 -0.943 2.433
H 2.055 -3.660 2.634
H 1.249 -2.126 2.912
H 2.588 -2.627 3.954
H 4.518 -3.623 1.465
H 4.853 -2.898 3.037
H 5.365 -2.079 1.566
H 0.759 -3.186 0.336
H 3.420 -4.311 -0.683
H 1.893 -5.185 -0.612
H 2.668 -4.651 0.876
H 2.091 -2.781 -2.387
H 0.657 -1.910 -1.863
H 0.602 -3.656 -2.059
B -1.512 -2.583 4.808
C -1.390 -2.091 3.300
N -1.211 -1.676 2.235
H -1.587 -1.589 5.516
H -2.506 -3.275 4.934
H -0.502 -3.216 5.070
Se 4.462 3.057 2.489
N 4.078 1.760 3.652
C 2.794 1.517 3.506
C 2.041 0.553 4.256
C 0.727 0.439 3.978
C 0.127 1.277 2.963
N 0.746 2.171 2.266
C 2.087 2.315 2.519
N 2.809 3.203 1.872
H 2.536 -0.058 5.000
H 0.098 -0.280 4.488
H -0.934 1.152 2.770

Forces on the atoms, in the same order (eV/Å):
Rb 0.093 -0.018 -0.187
C 0.012 -0.004 -0.016
C -0.027 -0.060 0.049
O -0.001 0.118 0.062
N 0.042 -0.048 0.054
C -0.099 0.019 -0.062
C 0.041 0.048 -0.023
C 0.013 -0.029 0.030
C 0.007 -0.024 -0.024
C 0.014 0.002 -0.023
C 0.016 0.028 -0.003
N -0.135 0.004 0.051
H 0.010 -0.008 -0.028
H -0.013 -0.009 -0.019
H 0.019 0.010 0.028
H 0.029 -0.017 -0.003
H 0.034 -0.024 -0.006
H -0.015 -0.004 -0.006
H -0.012 -0.002 0.008
H 0.008 -0.005 0.000
H -0.003 0.005 -0.003
H -0.013 -0.008 0.029
N 0.037 0.025 -0.018
C -0.023 0.061 0.085
N 0.010 -0.016 0.008
C -0.017 0.015 -0.056
N 0.008 0.002 0.023
N 0.005 0.008 0.025
C 0.054 0.025 0.000
N -0.032 -0.070 -0.028
C -0.029 -0.035 -0.054
C -0.004 -0.008 0.012
C 0.021 0.028 -0.026
C -0.010 -0.022 0.045
C -0.016 0.008 -0.069
N 0.015 -0.044 0.092
H 0.005 0.014 -0.004
H -0.023 -0.027 0.018
H 0.004 -0.001 -0.005
H -0.001 -0.008 -0.003
H 0.002 0.000 -0.010
H 0.000 0.001 0.007
H 0.005 0.002 -0.006
H 0.004 0.006 0.001
Cl -0.009 -0.010 -0.016
C 0.056 0.072 0.017
C 0.037 -0.022 -0.028
Cl -0.021 0.015 -0.008
C 0.015 -0.020 -0.035
Cl -0.024 0.009 -0.039
C -0.040 0.153 0.106
O -0.014 -0.009 0.062
C 0.016 -0.022 -0.124
O -0.024 -0.164 0.151
C 0.036 -0.005 0.040
Cl 0.010 -0.020 -0.001
C -0.009 0.011 -0.033
C -0.016 0.006 -0.003
C -0.004 0.006 0.009
P -0.023 -0.004 0.005
C 0.016 0.013 -0.024
C 0.000 -0.017 0.012
C 0.002 -0.010 0.005
C -0.013 -0.002 0.017
C 0.009 0.008 -0.004
C -0.030 -0.033 -0.013
H -0.008 -0.001 -0.004
H 0.004 0.003 0.013
H 0.010 0.003 0.018
H 0.000 -0.011 -0.020
H 0.016 -0.012 0.023
H -0.006 0.005 -0.002
H 0.003 0.006 -0.001
H 0.001 0.011 0.016
H -0.001 0.003 -0.010
H -0.006 -0.005 0.000
H -0.013 0.000 -0.013
H -0.009 0.002 0.001
H 0.006 0.001 -0.004
H 0.005 0.005 -0.019
H 0.002 -0.012 -0.002
H -0.001 -0.012 0.003
H -0.003 -0.003 0.003
H -0.003 0.000 -0.006
H -0.007 0.017 0.002
H 0.035 0.010 -0.002
H 0.004 -0.009 0.016
B 0.000 -0.051 -0.025
C 0.127 0.088 0.034
N -0.133 0.033 -0.112
H -0.020 0.013 -0.001
H 0.003 0.004 0.015
H -0.011 0.005 0.008
Se 0.020 0.005 -0.013
N -0.001 -0.042 -0.007
C -0.029 0.039 0.080
C -0.033 0.013 -0.037
C 0.062 -0.014 0.050
C -0.007 -0.013 0.042
N -0.016 0.058 0.016
C 0.033 -0.075 -0.073
N -0.011 0.018 0.005
H 0.010 0.000 -0.008
H -0.004 0.006 -0.010
H -0.026 0.019 -0.020

Charge ... -2
E_LUMO ... 0.1108 Eh
Energy ... -189186.5419 eV
Frontier orbital gap ... 4.42 eV

=====

Entry from the Open Molecules 2025 dataset: C2H7OS as an isolated structure (wB97M-V/def2-TZVPD).

Cartesian coordinates (Å):
O -1.671 2.301 0.482
H -2.344 1.690 -0.121
C -0.400 -0.866 -1.293
S 0.257 -0.177 0.142
C 1.648 -1.244 0.625
H -0.030 -1.895 -1.462
H -0.872 -0.568 -2.551
H -0.986 2.130 -0.218
H 1.442 -2.163 1.133
H 1.749 -1.560 -0.466
H 2.473 -0.539 0.914

Forces on the atoms, in the same order (eV/Å):
O -2.088 -2.505 -4.137
H 1.778 2.055 2.829
C -1.837 -1.780 -4.124
S -0.981 1.211 1.175
C 0.789 1.278 -3.776
H -0.642 0.217 0.375
H 2.282 0.392 3.833
H 0.238 0.497 1.391
H -0.211 -0.029 1.028
H 1.142 -0.030 1.209
H -0.470 -1.306 0.198

Charge ... -1
E_LUMO ... 0.1487 Eh
Energy ... -15066.1616 eV
Frontier orbital gap ... 4.62 eV

=====

Entry from the Open Molecules 2025 dataset: a 2-piece molecular cluster, C2H5Br2IOSi overall (wB97M-V/def2-TZVPD).

Cartesian coordinates (Å):
C -1.617 -0.641 -0.396
C -1.406 0.644 0.423
O -0.379 1.409 0.051
Si 2.555 0.176 -0.098
Br 3.486 1.263 1.585
Br 3.639 0.568 -1.977
I 2.398 -2.226 0.386
H -2.593 -1.067 -0.186
H -1.537 -0.425 -1.459
H -0.856 -1.372 -0.132
H -1.375 0.396 1.506
H -2.314 1.275 0.296

Forces on the atoms, in the same order (eV/Å):
C 0.090 0.370 0.138
C -0.659 -1.039 0.618
O 2.620 0.273 -0.750
Si -1.176 0.143 0.467
Br -0.280 -0.166 -0.400
Br -0.406 -0.010 0.334
I -0.017 0.645 -0.167
H -0.153 -0.132 0.016
H -0.034 0.050 -0.084
H 0.120 -0.088 0.010
H -0.132 -0.057 -0.155
H 0.027 0.012 -0.027

Charge ... 0
E_LUMO (alpha / beta) ... -0.1067 / -0.1067 Eh
Energy ... -160265.1513 eV
Frontier orbital gap (alpha / beta) ... 5.34 / 5.34 eV

=====

Entry from the Open Molecules 2025 dataset: C4H8N3O2 as an isolated structure (wB97M-V/def2-TZVPD).

Cartesian coordinates (Å):
C -0.047 -1.631 -0.815
C -0.378 0.581 0.323
C -1.672 -0.119 -0.134
C 2.007 0.180 -0.117
N 0.672 0.150 -0.557
N -1.279 -1.437 -0.590
N 0.538 -2.848 -1.376
O 1.673 -2.808 -1.731
O -0.247 -3.760 -1.384
H -0.489 1.663 0.212
H -0.161 0.358 1.378
H -2.411 -0.196 0.665
H -2.131 0.407 -0.980
H 2.304 1.237 -0.157
H 2.162 -0.168 0.913
H 2.648 -0.366 -0.809
H -2.000 -2.140 -0.783

Forces on the atoms, in the same order (eV/Å):
C 1.327 5.159 1.130
C -0.356 -0.229 0.590
C -0.024 1.348 0.269
C 1.234 -0.049 0.711
N -2.401 -3.887 -1.859
N 0.410 -1.317 -0.476
N -0.716 -0.072 0.190
O 0.532 0.212 -0.127
O -0.261 -0.764 -0.161
H -0.016 -0.063 -0.015
H -0.057 -0.004 -0.105
H 0.102 -0.086 -0.087
H 0.068 -0.165 0.057
H -0.030 -0.088 -0.053
H -0.030 -0.012 -0.117
H -0.052 0.088 0.062
H 0.270 -0.070 -0.010

Charge ... +1
E_LUMO (alpha / beta) ... -0.2313 / -0.2313 Eh
Energy ... -12829.8697 eV
Frontier orbital gap (alpha / beta) ... 8.24 / 8.24 eV